[1]
Computed, not measured: a molecular structure, C43H47N6O3P2SV, with ωB97M-V/def2-TZVPD.

```
103
C43H47N6O3P2SV | the Open Molecules 2025 dataset | ωB97M-V/def2-TZVPD
V -0.84731 -0.38060 0.98429
C 5.52363 3.16026 -2.79670
S 3.94914 3.47746 -3.61026
C 3.04078 4.17842 -2.20758
C 2.47905 3.13763 -1.24685
C 1.44616 2.25247 -1.94195
N 0.66105 1.37618 -1.05647
P 1.19807 -0.01420 -0.28160
C 2.81868 0.30932 0.43420
C 2.87072 0.86929 1.71025
C 4.09111 1.22072 2.26757
C 5.26223 1.00476 1.55417
C 5.21836 0.43285 0.28870
C 3.99985 0.08218 -0.27176
C 1.48884 -1.29975 -1.53039
C 1.99790 -2.53118 -1.11185
C 2.08537 -3.59177 -1.99832
C 1.66498 -3.43395 -3.31439
C 1.17197 -2.21139 -3.74158
C 1.07837 -1.14824 -2.85136
P -0.79631 1.78142 -0.23611
C -0.50957 3.45406 0.39452
C -0.16811 3.59221 1.73761
C 0.15063 4.83849 2.26185
C 0.12555 5.95500 1.44095
C -0.22251 5.83066 0.09927
C -0.54413 4.58874 -0.42054
C -2.04504 2.00276 -1.53767
C -3.08965 2.91359 -1.38468
C -4.11715 2.96821 -2.31742
C -4.11265 2.11091 -3.40826
C -3.08744 1.18556 -3.55679
C -2.06690 1.12561 -2.62022
H 6.19373 2.73301 -3.54069
H 5.42354 2.45114 -1.97445
H 5.96025 4.08802 -2.42828
H 2.23971 4.78696 -2.63385
H 3.71611 4.85386 -1.68085
H 2.02726 3.64083 -0.39113
H 3.29864 2.52963 -0.86051
H 1.94533 1.62819 -2.68523
H 0.73360 2.87503 -2.49241
H 1.95459 1.03957 2.26501
H 4.12740 1.65668 3.25709
H 6.21487 1.27758 1.98921
H 6.13472 0.25968 -0.26040
H 3.96935 -0.35720 -1.26174
H 2.34105 -2.66037 -0.08994
H 2.48731 -4.54071 -1.66735
H 1.73342 -4.26215 -4.00735
H 0.86455 -2.07891 -4.77060
H 0.70537 -0.19296 -3.19527
H -0.14689 2.72116 2.37975
H 0.40933 4.93228 3.30854
H 0.36731 6.92865 1.84682
H -0.24324 6.70459 -0.53873
H -0.82020 4.50292 -1.46491
H -3.10109 3.59208 -0.53934
H -4.91769 3.68592 -2.19439
H -4.90554 2.16380 -4.14248
H -3.08376 0.51015 -4.40251
H -1.27903 0.39206 -2.73336
N -0.53680 0.32517 2.75305
C -0.48819 0.50002 3.91247
C -0.40935 0.60803 5.26503
C -0.53541 -0.60962 5.99902
N -0.63057 -1.65317 6.47900
C -0.16369 1.87788 5.86460
N 0.06138 2.90883 6.32539
C -4.04544 -2.53319 0.55557
C -3.46357 -1.36438 -0.21222
O -2.89675 -0.35598 0.66570
C -3.95391 0.52030 1.16287
C -3.48830 1.47852 2.22382
H -4.07038 -3.41735 -0.08056
H -5.05608 -2.32742 0.90512
H -3.43031 -2.76546 1.42601
H -4.21679 -0.87288 -0.83063
H -2.66205 -1.66392 -0.89106
H -4.73753 -0.12566 1.55985
H -4.34724 1.05013 0.29215
H -4.34028 2.09229 2.51947
H -2.70083 2.14613 1.87513
H -3.12649 0.95691 3.10728
O -0.84057 -8.16707 -1.89492
C -1.72855 -7.82184 -0.86326
N -1.15739 -6.85576 0.05781
C -1.47641 -5.54476 -0.00099
O -2.22825 -5.06584 -0.83465
C -0.85400 -4.64768 1.03694
C -0.32078 -5.05049 2.25263
C 0.21175 -4.10022 3.11006
C 0.15676 -2.76861 2.74603
N -0.41290 -2.36527 1.60116
C -0.87400 -3.29135 0.75827
H -0.87198 -7.48136 -2.57061
H -1.94542 -8.73665 -0.31755
H -2.65142 -7.39014 -1.24304
H -0.40098 -7.15720 0.64828
H -0.33693 -6.09140 2.55230
H 0.63852 -4.37195 4.06466
H 0.55099 -1.99374 3.38949
H -1.28556 -2.97306 -0.19100
```

**LUMO energy (alpha / beta)**: -2.919 / -3.072 eV
**Spin multiplicity**: 2
**Energy above the lowest of the compared OMol25 structures with the same formula, charge and spin**: 34.85 kJ/mol
**Net charge**: +1
**Gap between HOMO and LUMO (alpha / beta)**: 0.2708 / 0.2487 hartree
**Highest occupied orbital energy (alpha / beta)**: -10.3 / -9.8 eV

***

[2]
Computed, not measured: a molecular structure, C43H48AsN2P2S4Si2SnTe, with ωB97M-V/def2-TZVPD.

```
104
C43H48AsN2P2S4Si2SnTe | the Open Molecules 2025 dataset | ωB97M-V/def2-TZVPD
Sn -1.38331 -0.00594 -0.88794
C -0.33810 -2.18356 2.88186
Si -1.67496 -0.88542 2.60044
C -1.86750 0.00122 4.25562
C -3.31916 -1.67961 2.18108
N -1.12593 0.14574 1.31050
P -0.91861 1.76077 1.15470
C -0.66686 2.01620 -0.52672
P 0.94957 1.89324 -1.11708
N 1.56321 0.45213 -0.90651
Si 2.85303 -0.40661 -1.62272
C 2.39213 -1.13277 -3.30993
C 3.32950 -1.76233 -0.39430
C 4.47487 0.54840 -1.89478
C 1.96489 3.21509 -0.38455
C 1.65016 4.55037 -0.62720
C 2.40629 5.55971 -0.05388
C 3.47858 5.24205 0.77012
C 3.78760 3.91536 1.02362
C 3.03160 2.90445 0.44639
C 0.88849 2.39649 -2.86017
C 2.06596 2.74803 -3.51648
C 2.05860 3.00733 -4.87673
C 0.87215 2.91226 -5.59519
C -0.30734 2.58455 -4.94404
C -0.30189 2.34196 -3.57685
C 0.37943 2.33000 2.27191
C 1.25723 1.40368 2.81869
C 2.28800 1.82708 3.64569
C 2.44994 3.17725 3.91280
C 1.58649 4.10910 3.34862
C 0.55076 3.68770 2.53265
C -2.37589 2.72084 1.66073
C -3.25427 3.16905 0.67808
C -4.40976 3.84947 1.03486
C -4.68623 4.10229 2.36968
C -3.80073 3.68052 3.35266
C -2.65210 2.99217 2.99874
H -0.74574 -3.08997 3.33690
H 0.43261 -1.79978 3.55598
H 0.15175 -2.45842 1.94737
H -1.76086 -0.75448 5.03955
H -2.84854 0.46313 4.36970
H -1.09998 0.75661 4.43193
H -3.65273 -2.31717 3.00494
H -3.27721 -2.28191 1.27184
H -4.08134 -0.91741 2.00771
H 1.31266 -1.12996 -3.46736
H 2.73937 -2.16322 -3.42224
H 2.83927 -0.54154 -4.11348
H 2.46697 -2.18958 0.11747
H 3.96704 -1.32543 0.38060
H 3.88995 -2.57673 -0.85919
H 4.51405 1.01507 -2.87917
H 5.30107 -0.16807 -1.84463
H 4.66525 1.31674 -1.14686
H 0.80897 4.79051 -1.26758
H 2.16055 6.59634 -0.24953
H 4.06947 6.03164 1.21872
H 4.61427 3.66380 1.67725
H 3.24622 1.86465 0.65443
H 2.99044 2.83066 -2.95858
H 2.97942 3.28282 -5.37730
H 0.86861 3.10160 -6.66176
H -1.24220 2.50660 -5.48461
H -1.23767 2.11756 -3.08216
H 1.14041 0.35509 2.57168
H 2.96819 1.10075 4.07330
H 3.25761 3.50927 4.55369
H 1.72597 5.16563 3.53968
H -0.12208 4.41117 2.08826
H -3.02494 2.98017 -0.36307
H -5.09265 4.17798 0.26216
H -5.58872 4.63335 2.64652
H -4.00293 3.89091 4.39587
H -1.95753 2.68639 3.76796
S -4.02384 1.22488 -4.20828
As -3.76500 -0.49204 -3.06149
S -1.48112 -0.93328 -3.10270
S -3.79283 0.02346 -0.85207
S -4.80142 -2.25068 -3.40519
Te -0.14398 -3.11695 -1.06816
C -1.87512 -4.23318 -1.54178
C -2.06886 -4.65586 -2.84986
C -3.19024 -5.40207 -3.17657
C -4.11900 -5.72690 -2.20081
C -3.93361 -5.29418 -0.89705
C -2.81620 -4.54246 -0.56729
C 0.76364 -4.69543 0.06524
C 1.96279 -5.20816 -0.42111
C 2.59775 -6.25916 0.22479
C 2.03327 -6.81529 1.36333
C 0.83524 -6.31394 1.85047
C 0.20654 -5.25726 1.20731
H -1.36135 -4.37391 -3.61895
H -3.34785 -5.70913 -4.20211
H -5.00154 -6.29711 -2.46130
H -4.67179 -5.51995 -0.13780
H -2.68986 -4.18407 0.44666
H 2.40338 -4.78309 -1.31463
H 3.52993 -6.64701 -0.16701
H 2.52390 -7.63806 1.86822
H 0.38637 -6.74395 2.73738
H -0.73002 -4.87829 1.60042
```

**LUMO energy**: 1.778 eV
**Net charge**: -1
**Gap between HOMO and LUMO**: 0.2439 hartree
**Highest occupied orbital energy**: -4.9 eV

***

[3]
Computed, not measured: a molecular structure, C43H48IrN3SSb2Si, with ωB97M-V/def2-TZVPD.

```
99
C43H48IrN3SSb2Si | the Open Molecules 2025 dataset | ωB97M-V/def2-TZVPD
Ir 0.02544 0.28252 -0.79939
C 1.77041 3.04721 1.42443
C 1.89117 2.18757 2.68634
C 2.07093 0.67766 2.48609
Sb 0.31250 -0.35948 1.85011
C 0.70242 -2.41783 2.05584
C 0.68266 -3.02476 3.30903
C 0.91862 -4.38826 3.41568
C 1.16394 -5.14457 2.27675
C 1.17254 -4.54217 1.02683
C 0.94209 -3.17794 0.91626
C -1.06540 -0.01775 3.40508
C -0.60493 0.35485 4.66580
C -1.49807 0.47223 5.72104
C -2.84774 0.21873 5.51734
C -3.30706 -0.14944 4.26053
C -2.41827 -0.26714 3.20172
Sb 0.05498 2.79788 0.17419
C 0.04916 4.48060 -1.09010
C -0.31357 4.33388 -2.42451
C -0.32987 5.44052 -3.26160
C 0.01590 6.68952 -2.76470
C 0.37040 6.83791 -1.43047
C 0.38581 5.73445 -0.58920
C -1.57792 3.04993 1.48636
C -2.83954 2.63025 1.07314
C -3.93678 2.80374 1.90170
C -3.77668 3.39170 3.14906
C -2.52348 3.82464 3.55939
C -1.42552 3.66285 2.72621
H 2.62987 2.90139 0.76413
H 1.76727 4.10304 1.70426
H 1.05226 2.37907 3.35659
H 2.77889 2.54716 3.21481
H 2.43707 0.21214 3.40189
H 2.80107 0.47168 1.70023
H 0.47230 -2.44535 4.20052
H 0.90361 -4.86212 4.38755
H 1.34333 -6.20743 2.36524
H 1.35987 -5.13513 0.13980
H 0.93524 -2.70456 -0.05763
H 0.44958 0.53220 4.84100
H -1.13896 0.75277 6.70201
H -3.54242 0.30650 6.34158
H -4.35898 -0.34817 4.10469
H -2.78653 -0.55428 2.22225
H -0.59077 3.36006 -2.81466
H -0.61422 5.32916 -4.29928
H 0.00317 7.55143 -3.41753
H 0.63113 7.81335 -1.04346
H 0.65533 5.86746 0.45187
H -2.97889 2.17770 0.09750
H -4.91648 2.48328 1.57366
H -4.63155 3.52380 3.79834
H -2.40080 4.29583 4.52516
H -0.45954 4.02835 3.05279
C 3.07585 -0.92969 -4.09682
Si 2.31608 -1.60010 -2.54306
C 0.79821 -2.60603 -2.92921
C 3.55011 -2.55857 -1.52444
N 1.73848 -0.16767 -1.61111
C 2.68080 0.88813 -1.43674
C 2.47947 2.10218 -2.10145
C 3.39073 3.13683 -1.95999
C 4.51902 2.96800 -1.16874
C 4.73175 1.75512 -0.52138
C 3.82079 0.71865 -0.64750
H 3.49631 -1.73918 -4.69694
H 3.88592 -0.23374 -3.87278
H 2.33910 -0.40876 -4.71094
H 1.07997 -3.40586 -3.61843
H 0.05824 -1.98423 -3.43738
H 0.33197 -3.07128 -2.06078
H 3.50191 -3.61923 -1.77979
H 3.37758 -2.47441 -0.45184
H 4.56609 -2.22203 -1.73638
H 1.62563 2.21053 -2.75677
H 3.22062 4.07010 -2.48083
H 5.23783 3.76930 -1.06779
H 5.61643 1.61524 0.08503
H 3.99228 -0.22202 -0.14023
N -2.43418 -1.59172 -3.24046
C -2.40751 -1.78502 -1.93230
S -2.22160 -0.42713 -0.84291
N -2.56636 -2.98927 -1.41130
C -2.81946 -4.19190 -2.16518
C -1.93823 -5.25603 -2.05234
C -2.19480 -6.42098 -2.75904
C -3.31606 -6.51061 -3.57250
C -4.19723 -5.44253 -3.66953
C -3.95874 -4.27790 -2.95532
H -2.35611 -0.65609 -3.60237
H -2.57665 -2.36250 -3.87840
H -2.46977 -3.05750 -0.40798
H -1.06633 -5.17387 -1.41474
H -1.51815 -7.25968 -2.67459
H -3.51093 -7.42055 -4.12265
H -5.08246 -5.52197 -4.28479
H -4.66163 -3.45475 -2.98957
```

**LUMO energy (alpha / beta)**: -4.513 / -7.113 eV
**Spin multiplicity**: 5
**Net charge**: +2
**Gap between HOMO and LUMO (alpha / beta)**: 0.2819 / 0.2410 hartree
**Highest occupied orbital energy (alpha / beta)**: -12.2 / -13.7 eV

***

[4]
Computed, not measured: a molecular structure, C43H48N6O4PS4SiTi in a non-equilibrium geometry, with ωB97M-V/def2-TZVPD.

```
108
C43H48N6O4PS4SiTi | the Open Molecules 2025 dataset | ωB97M-V/def2-TZVPD
Ti 0.58986 -0.53661 -0.02831
C -1.22724 2.23876 5.84634
Si 0.40109 1.91251 4.98181
C 1.70702 1.58953 6.28814
C 0.92865 3.41848 4.01889
C 0.24347 0.30655 3.99461
C 0.20862 -0.87008 4.72463
C 0.20993 -2.12415 4.11062
C 0.25449 -2.15963 2.74044
N 0.23484 -1.04486 2.00200
C 0.23493 0.16966 2.59098
S 0.28847 1.46616 1.43799
H -1.12713 3.09503 6.51689
H -1.54176 1.38014 6.44211
H -2.02548 2.46021 5.13695
H 1.86193 2.48621 6.89158
H 2.65895 1.33007 5.82096
H 1.43559 0.77994 6.96679
H 1.22975 4.19136 4.73003
H 0.13394 3.81661 3.38829
H 1.77284 3.19475 3.36676
H 0.19942 -0.82649 5.80824
H 0.20146 -3.03896 4.68458
H 0.30710 -3.09895 2.20029
O 0.50848 3.76939 -0.88926
N 1.35777 2.84721 -1.46878
C 2.57537 3.07122 -1.19032
C 3.65056 2.29217 -1.81586
C 4.89389 2.91987 -1.84934
C 5.95600 2.38630 -2.55940
C 5.76616 1.20802 -3.26027
C 4.54305 0.55534 -3.19655
C 3.47746 1.05122 -2.45400
P 1.88282 0.13105 -2.31650
C 0.90501 0.87182 -3.67777
C -0.43281 1.18212 -3.46395
C -1.20076 1.74073 -4.47473
C -0.63030 1.99803 -5.71340
C 0.70785 1.70102 -5.93289
C 1.47197 1.14333 -4.91903
C 2.32917 -1.50013 -3.04568
C 1.57398 -2.08504 -4.05596
C 1.87660 -3.35898 -4.52037
C 2.93943 -4.06650 -3.98087
C 3.70134 -3.49222 -2.97076
C 3.39404 -2.22480 -2.50682
H -0.38683 3.46344 -1.15486
H 2.84499 3.92202 -0.56663
H 5.01286 3.85994 -1.32523
H 6.90839 2.89833 -2.58568
H 6.56679 0.78370 -3.85139
H 4.43475 -0.37612 -3.73996
H -0.87499 1.02347 -2.48702
H -2.23650 1.99039 -4.28487
H -1.22273 2.44230 -6.50251
H 1.16074 1.91179 -6.89317
H 2.51648 0.91758 -5.09948
H 0.73952 -1.54681 -4.48551
H 1.28246 -3.79367 -5.31403
H 3.17495 -5.05841 -4.34450
H 4.53433 -4.03305 -2.53991
H 4.00330 -1.78058 -1.72719
S 3.01332 -0.25832 0.83041
C 2.80279 -1.95948 0.65379
C 3.66223 -2.97769 1.10227
C 3.34282 -4.28826 0.84263
C 2.17351 -4.59862 0.13753
C 1.36751 -3.56239 -0.26266
N 1.66585 -2.28181 0.00032
H 4.55870 -2.69863 1.63767
H 4.00027 -5.08177 1.17385
H 1.90582 -5.61812 -0.09727
H 0.45925 -3.73095 -0.83020
C -5.44026 0.19498 -0.88659
C -5.23977 -0.74370 0.29368
C -3.91567 -1.52671 0.25696
C -3.95063 -2.64936 1.32418
C -2.81006 -3.65773 1.21741
C -3.78159 -2.20811 -1.09042
O -4.65273 -2.88593 -1.57659
N -2.55890 -2.07682 -1.72861
C -1.50605 -1.38799 -1.20016
O -0.36794 -1.48392 -1.73333
N -1.58789 -0.61127 -0.12939
C -2.73968 -0.59630 0.63901
O -2.83205 0.09287 1.62958
H -6.29302 0.85054 -0.71276
H -5.62915 -0.36059 -1.80600
H -4.57310 0.83279 -1.04268
H -6.05560 -1.46596 0.34373
H -5.23401 -0.17879 1.22689
H -4.90825 -3.16125 1.22458
H -3.93231 -2.15655 2.29749
H -2.94571 -4.32146 0.36208
H -2.76036 -4.27659 2.11259
H -1.84158 -3.15996 1.11439
H -2.41049 -2.58422 -2.59094
S -2.59520 3.10505 -1.37093
C -3.23141 3.34118 0.14972
N -2.66253 3.05436 1.30343
C -3.31982 3.47631 2.52338
C -4.79491 3.68253 2.17341
S -4.81895 4.04349 0.39112
H -1.76804 2.56984 1.34048
H -2.86651 4.39775 2.90007
H -3.20543 2.69894 3.27826
H -5.22535 4.52011 2.71618
H -5.38343 2.78676 2.36430
```

**LUMO energy (alpha / beta)**: 0.206 / 0.108 eV
**Spin multiplicity**: 2
**Energy above the lowest of the compared OMol25 structures with the same formula, charge and spin**: 0.00 kJ/mol
**Net charge**: 0
**Gap between HOMO and LUMO (alpha / beta)**: 0.2835 / 0.2853 hartree
**Highest occupied orbital energy (alpha / beta)**: -7.5 / -7.7 eV